Entry 1:
Here is a 2-piece molecular cluster, C9H9F5N3O5S overall from OMol25. Energies are from wB97M-V/def2-TZVPD.

Last column: natural (NBO) charge in e.
Positions of all 32 atoms, in Å:
N -0.94617 -1.79245 -2.95377  -0.70
C -0.81895 -0.38934 -2.65264  0.30
C -1.81751 0.71393 -3.22579  -0.22
C -1.43024 2.11346 -2.73338  0.08
N -0.33423 2.51539 -1.91364  -0.19
C -0.09945 3.95550 -1.51960  0.77
F -0.72664 4.86744 -2.38869  -0.28
F -0.53132 4.06160 -0.16560  -0.28
C 1.50297 4.25806 -1.61019  0.52
F 2.12891 3.92861 -0.38526  -0.30
F 1.73836 5.62892 -1.96171  -0.30
N 0.50885 1.61426 -1.42553  -0.06
C 0.26194 0.28868 -1.75704  -0.11
S 1.47561 -0.91756 -0.96684  2.19
O 1.85239 -2.03005 -1.89127  -0.79
O 2.69976 -0.14979 -0.52349  -0.80
F 0.73348 -1.45202 0.45239  -0.46
H -0.82582 -2.38630 -2.11993  0.44
H -1.86067 -1.93405 -3.41069  0.42
H -2.71586 0.45630 -3.88364  0.30
H -2.12742 2.96700 -3.07699  0.29
H 1.95220 3.59474 -2.42043  0.18
C 0.82832 -2.62053 4.40524  -0.10
C -0.12877 -2.89529 3.28466  -0.10
O -1.07831 -3.76656 3.87863  -0.49
C -1.03891 -3.54523 5.22331  0.96
O -1.82674 -3.99165 6.00362  -0.55
O 0.01306 -2.74872 5.56099  -0.48
H 1.26459 -1.62212 4.34636  0.20
H 1.63464 -3.35782 4.45751  0.19
H -0.64318 -1.99172 2.94254  0.17
H 0.35510 -3.37270 2.43086  0.20

Results
total charge: +1
highest occupied orbital energy: -12.69 eV
E_tot: -48595.8577 eV

Entry 2:
Here is a 2-piece molecular cluster, C4H10NO overall from OMol25. Energies are from wB97M-V/def2-TZVPD.

Last column: natural (NBO) charge in e.
Positions of all 16 atoms, in Å:
C -0.18357 -0.51065 2.72658  -0.16
O 0.04447 -0.50264 4.01770  -0.95
H -0.64248 -1.47973 2.31950  0.05
H -0.91485 0.30214 2.32984  0.04
H 0.73966 -0.37230 2.07851  0.05
C 0.07545 -1.18785 -0.64682  -0.48
C -0.34116 0.01239 -1.04145  -0.02
N -0.37706 0.47272 -2.39418  -0.63
C 0.58542 1.56438 -2.58587  -0.41
H 0.45270 -1.92533 -1.34494  0.17
H 0.21285 -1.31685 0.42276  0.25
H -0.84161 0.71742 -0.38683  0.20
H -0.12930 -0.29864 -3.00919  0.34
H 0.43287 2.03445 -3.55978  0.18
H 0.36984 2.31982 -1.83075  0.20
H 1.63166 1.25398 -2.50210  0.17

Results
total charge: -1
highest occupied orbital energy: -1.94 eV
E_tot: -7845.6120 eV

Entry 3:
Here is C22H32N4OS as an isolated structure from OMol25. Energies are from wB97M-V/def2-TZVPD.

Last column: natural (NBO) charge in e.
Positions of all 60 atoms, in Å:
C 4.72206 0.49849 -2.03347  -0.63
C 3.91216 0.89359 -1.00106  -0.01
C 2.68677 1.55018 -1.31730  -0.21
C 1.74784 1.78882 -0.26881  0.06
N 0.44792 2.16651 -0.39931  -0.48
C 0.02280 2.36527 1.05718  0.44
N 0.97605 1.93723 2.03015  -0.56
C 2.08768 1.64390 0.96854  0.13
C 3.28830 1.09711 1.29456  -0.17
C 4.20427 0.66205 0.32984  -0.11
C 5.44499 0.29694 0.64899  -0.60
H 5.47488 -0.80059 0.08945  0.19
H 5.68274 -0.16888 1.58973  0.23
H 6.32576 0.79384 0.24797  0.22
H 3.63603 0.89928 2.28592  0.21
H 0.90849 1.92114 2.98575  0.43
C -1.24396 2.69395 1.50933  -0.53
H -1.78261 3.37517 0.73686  0.24
H -1.11534 3.58598 2.28750  0.24
C -2.15908 1.64967 1.89976  -0.18
N -2.03175 0.55641 0.69982  -0.45
C -1.03942 -0.18421 1.07330  0.32
N -0.35736 -0.63635 -0.14998  -0.62
H -0.74857 -0.35198 -0.91716  0.36
C 0.50729 -1.72782 -0.49797  -0.21
H 1.50311 -1.63107 -0.82181  0.22
H 0.78628 -2.33061 0.77200  0.15
C -0.18144 -2.92465 -0.95887  0.09
C 0.34584 -4.45862 -0.43340  -0.35
H 1.53987 -4.38152 -0.37870  0.18
C -0.25806 -4.64106 0.73184  -0.45
H -0.52386 -5.83837 0.74112  0.20
C -1.52339 -3.86225 0.76663  -0.04
H -1.60670 -3.32876 1.56659  0.18
H -2.49763 -4.57204 0.76450  0.17
O -1.51115 -2.98287 -0.44214  -0.55
H 0.37704 -4.45618 1.45790  0.22
H 0.18757 -5.15272 -1.03313  0.19
H -0.28501 -2.87766 -1.99226  0.17
S -0.45030 -0.59522 2.50718  -0.20
C -2.72594 0.42764 -0.25350  -0.06
H -2.90401 -0.47024 -0.49402  0.22
C -2.44586 1.40883 -1.52132  -0.53
C -3.58093 2.23858 -1.83118  -0.41
H -3.31052 3.45379 -2.16080  0.18
C -4.26097 2.25962 -0.62727  -0.48
H -5.36922 2.47758 -0.79028  0.22
H -3.91507 2.86472 0.18388  0.21
C -4.25008 0.96703 -0.26210  -0.32
H -4.71059 0.77031 0.92252  0.17
H -4.87300 0.29008 -0.84066  0.22
H -4.06572 2.04492 -2.76749  0.23
H -1.28180 2.07597 -1.33191  0.30
H -2.00442 0.80212 -2.34335  0.21
H -3.05663 1.82056 2.00106  0.18
H -1.75377 1.27597 2.94418  0.25
H 2.18919 1.54737 -2.38074  0.22
H 4.13098 0.71599 -3.02614  0.23
H 5.64406 1.13619 -2.04032  0.22
H 5.04421 -0.57915 -1.77757  0.22

Results
highest occupied orbital energy: -7.47 eV
E_tot: -42158.7459 eV

Entry 4:
Here is C43H60Ge2InN4O4S2Si2Te as an isolated structure from OMol25. Energies are from wB97M-V/def2-TZVPD.

Last column: Löwdin charge in e.
Positions of all 119 atoms, in Å:
In 0.70642 0.80897 -0.80606  0.53
O 3.33766 3.49762 1.06837  0.14
C 2.61972 2.90220 0.31000  -0.41
N 2.38303 1.53007 0.28515  0.05
C 3.23902 0.67000 0.92131  -0.47
O 4.21923 0.94433 1.57176  0.12
C 2.91393 -0.79052 0.67567  -0.27
C 3.77564 -1.74679 1.18169  0.02
C 3.50648 -3.08190 0.93954  -0.01
C 2.39043 -3.41055 0.18572  -0.01
C 1.58742 -2.39398 -0.29284  -0.13
N 1.83510 -1.10507 -0.04934  0.00
C 1.90291 3.64197 -0.79873  -0.19
C 1.94417 5.02332 -0.82607  0.02
C 1.30918 5.68092 -1.86379  -0.01
C 0.64135 4.93403 -2.82054  -0.02
C 0.62933 3.55868 -2.70599  -0.13
N 1.27368 2.91007 -1.72954  0.02
H 4.62946 -1.41367 1.75311  0.13
H 4.15571 -3.85505 1.32768  0.12
H 2.14032 -4.43808 -0.03692  0.12
H 0.72859 -2.62295 -0.90879  0.07
H 2.45931 5.54406 -0.03307  0.13
H 1.31013 6.76157 -1.90921  0.13
H 0.11485 5.40712 -3.63711  0.12
H 0.09587 2.94603 -3.42038  0.10
C 1.63963 0.34181 -6.22030  -0.15
C 1.25066 0.97826 -4.88300  -0.36
Ge 1.59475 -0.24118 -3.37648  0.87
C 3.41856 0.00333 -2.66207  -0.35
C 4.40450 0.06512 -3.83182  -0.15
C 1.32736 -2.06898 -3.98712  -0.23
C 0.10659 -2.56067 -3.72176  -0.34
Ge -0.85010 -1.21459 -2.64840  0.93
C -2.09458 -0.21759 -3.78719  -0.36
C -3.52049 -0.75901 -3.63983  -0.15
C -1.61055 -1.66792 -0.86110  -0.40
C -2.11692 -3.09382 -0.66420  -0.15
C -0.48432 -3.76502 -4.34759  -0.23
C -1.65186 -4.33319 -3.84627  -0.05
C -2.21850 -5.45350 -4.43642  -0.06
C -1.62505 -6.02152 -5.55148  -0.07
C -0.47087 -5.45415 -6.07842  -0.06
C 0.08927 -4.33548 -5.48856  -0.03
H 1.40850 1.01431 -7.04709  0.08
H 1.09591 -0.58889 -6.39133  0.06
H 2.70547 0.11654 -6.26852  0.06
H 0.18962 1.23600 -4.89419  0.04
H 1.80403 1.90349 -4.71430  0.06
H 3.64388 -0.84315 -2.01252  0.06
H 3.48674 0.91405 -2.06620  0.05
H 4.32057 -0.80563 -4.48536  0.07
H 5.42925 0.09443 -3.45969  0.08
H 4.25186 0.95738 -4.43997  0.07
H 2.02718 -2.58920 -4.63751  0.07
H -1.73052 -0.35343 -4.80783  0.07
H -2.05670 0.84746 -3.55643  0.04
H -3.59475 -1.78869 -3.99477  0.07
H -4.22352 -0.16199 -4.22095  0.08
H -3.85679 -0.73226 -2.60167  0.06
H -2.42353 -0.95532 -0.71981  0.02
H -0.87974 -1.43039 -0.08144  0.01
H -2.98297 -3.30449 -1.29185  0.07
H -2.43185 -3.21830 0.37142  0.05
H -1.35694 -3.85056 -0.86955  0.08
H -2.12940 -3.89739 -2.97937  0.06
H -3.12445 -5.87900 -4.02546  0.11
H -2.06394 -6.89312 -6.01792  0.11
H -0.01336 -5.88015 -6.96140  0.11
H 0.97085 -3.89227 -5.93162  0.11
C -2.48382 -3.84633 5.25675  -0.18
Si -1.78917 -2.82139 3.86032  0.38
C -0.81794 -3.91890 2.69048  -0.20
C -3.17079 -1.98497 2.90824  -0.18
C -0.68605 -1.48192 4.59541  -0.58
Te 0.57758 -0.57198 3.13775  1.25
C 1.78867 0.61845 4.43795  -0.56
Si 1.06851 2.26040 5.00099  0.40
C 0.94534 3.34746 3.49156  -0.16
C 2.24398 3.00269 6.25116  -0.17
C -0.61175 1.99736 5.78575  -0.18
H -3.21472 -4.56962 4.88930  0.04
H -2.98193 -3.21825 5.99802  0.04
H -1.69385 -4.40012 5.76774  0.04
H -1.46985 -4.68018 2.25523  0.04
H -0.00981 -4.43186 3.21697  0.04
H -0.36623 -3.35229 1.87240  -0.01
H -3.82099 -2.71727 2.42448  0.04
H -2.77223 -1.32207 2.13479  0.00
H -3.79468 -1.38748 3.57726  0.03
H -0.03706 -1.89739 5.36798  0.02
H -1.30263 -0.70543 5.04896  -0.01
H 2.70123 0.80459 3.86315  0.00
H 2.06838 -0.03948 5.26318  0.02
H 1.94329 3.60263 3.12791  0.04
H 0.42040 4.28200 3.69248  0.03
H 0.41368 2.83134 2.68511  0.01
H 3.23954 3.13588 5.82343  0.04
H 2.33829 2.36897 7.13546  0.03
H 1.89180 3.98235 6.58159  0.04
H -1.31412 1.55972 5.07339  0.00
H -1.02857 2.95275 6.11316  0.04
H -0.54943 1.34511 6.65975  0.04
O -0.11317 5.73893 1.54234  -0.27
S -1.37369 5.30789 1.02285  0.66
O -2.27127 6.24959 0.43634  -0.25
N -1.08668 4.08801 -0.11071  -0.02
C -1.58642 2.98525 0.28888  -0.68
S -1.62172 1.57260 -0.77355  0.73
C -2.27211 2.98560 1.60451  -0.23
C -2.92855 1.95472 2.24897  -0.02
C -3.54985 2.23942 3.46013  -0.05
C -3.50459 3.51701 4.00631  -0.05
C -2.83905 4.55422 3.35791  -0.01
C -2.23424 4.25508 2.15884  -0.22
H -2.95898 0.96431 1.81501  0.09
H -4.08111 1.45737 3.98503  0.11
H -3.99768 3.70995 4.94971  0.12
H -2.80842 5.55157 3.77508  0.13

Results
total charge: +1
highest occupied orbital energy: -9.86 eV
E_tot: -222636.8130 eV

Entry 5:
Here is a 2-piece molecular cluster, C2H2Cl3NO overall from OMol25. Energies are from wB97M-V/def2-TZVPD.

Last column: natural (NBO) charge in e.
Positions of all 9 atoms, in Å:
C -0.56258 -1.03292 0.65408  -0.14
C -1.03704 0.93389 -0.57347  -0.33
N -0.60449 -1.70257 -0.49777  -0.04
O -1.72264 -1.95737 -1.04730  -0.41
Cl -1.84940 -0.89169 1.75943  0.03
Cl -2.11925 0.33901 -1.66670  0.28
Cl -1.45327 1.86005 0.76229  0.13
H 0.48254 -0.91010 0.83173  0.22
H 0.08720 0.90541 -0.87477  0.26

Results
highest occupied orbital energy (spin up / spin down): -8.78 / -8.78 eV
E_tot: -43205.9387 eV

Entry 6:
Here is one molecule with the formula C4H8N2O from OMol25. Energies are from wB97M-V/def2-TZVPD.

Last column: natural (NBO) charge in e.
Positions of all 15 atoms, in Å:
H -1.80212 -1.28264 0.16959  0.36
N -1.23913 -0.49513 0.49483  -0.79
C -0.19608 -0.25163 -0.19881  0.29
C 0.47486 0.98229 -0.41274  -0.45
C 0.62636 1.58671 0.80568  0.14
N -0.38433 1.78460 1.69096  -0.77
C 0.40044 -1.30645 -1.27276  -0.12
O -0.39415 -2.43811 -1.43872  -0.71
H 1.16911 1.12984 -1.22524  0.22
H 1.51179 2.19263 0.97807  0.18
H -1.22073 1.23868 1.49011  0.43
H -0.22215 2.06532 2.64334  0.39
H 1.41144 -1.56402 -0.89214  0.16
H 0.49745 -0.85544 -2.26124  0.19
H -0.63273 -2.78666 -0.57093  0.46

Results
SMILES: [H]/N=C(/C=C\N)CO
highest occupied orbital energy: -8.10 eV
E_tot: -9303.4975 eV

Entry 7:
Here is a 2-piece molecular cluster, C4H7F3O2 overall from OMol25. Energies are from wB97M-V/def2-TZVPD.

Last column: natural (NBO) charge in e.
Positions of all 16 atoms, in Å:
C 0.47633 0.01846 0.27470  0.94
F -2.04576 0.62606 0.70228  -0.92
F 0.54760 -1.28917 0.51850  -0.35
F 0.60274 0.20407 -1.05496  -0.37
O 1.48740 0.67978 1.02513  -0.57
C 1.49926 2.10630 0.98004  -0.08
C 0.40294 2.73293 1.80991  -0.12
O 0.64979 2.50709 3.17605  -0.54
C -0.36894 3.00349 4.00551  -0.24
H 1.39949 2.44415 -0.06323  0.18
H 2.48423 2.41113 1.35944  0.18
H -0.58296 2.32235 1.51368  0.26
H 0.39406 3.81951 1.59776  0.14
H -0.08212 2.80671 5.04559  0.17
H -0.50101 4.09137 3.86910  0.15
H -1.33170 2.50567 3.79680  0.19

Results
2S+1: 2
total charge: -1
expectation value of S²: 0.75
highest occupied orbital energy (spin up / spin down): -3.45 / -3.93 eV
E_tot: -16507.1046 eV

Entry 8:
Here is a 7-piece molecular cluster, C29H40F8O13 overall from OMol25. Energies are from wB97M-V/def2-TZVPD.

Last column: Löwdin charge in e.
Positions of all 90 atoms, in Å:
F 15.31535 -6.82683 -23.94251  0.09
C 14.61188 -7.22063 -22.84826  -0.30
F 15.33106 -8.14466 -22.17263  0.10
C 14.26990 -6.00451 -21.99003  -0.43
F 15.28510 -5.64619 -21.16872  0.13
F 13.24040 -6.37121 -21.17915  0.11
C 13.80417 -4.78844 -22.84089  -0.04
O 12.89880 -4.06663 -22.03120  0.02
C 12.00000 -3.24884 -22.67557  -0.53
F 12.60001 -2.20866 -23.29005  0.15
F 11.31626 -3.96752 -23.59682  0.15
C 11.07628 -2.69756 -21.55858  -0.26
F 10.33772 -1.68600 -22.07308  0.08
F 10.22645 -3.65212 -21.10030  0.09
H 13.69692 -7.72761 -23.16922  0.17
H 13.31377 -5.13666 -23.74944  0.14
H 14.68161 -4.19783 -23.10302  0.15
H 11.74194 -2.42979 -20.73215  0.18
O 2.95736 -4.31073 -16.41715  0.13
C 3.30921 -3.60281 -17.31759  -0.49
C 2.54116 -3.15534 -18.53293  -0.06
C 3.69285 -2.67732 -19.44817  -0.15
C 4.77302 -2.26999 -18.45201  -0.16
O 4.56105 -3.09755 -17.30741  0.01
H 1.93530 -4.00527 -18.83294  0.13
H 1.87705 -2.33595 -18.25083  0.13
H 3.85587 -3.53318 -20.11496  0.12
H 3.41941 -1.95054 -20.21599  0.11
H 5.78210 -2.52259 -18.78514  0.11
H 4.74720 -1.20155 -18.23457  0.13
O 7.15531 -0.02942 -16.03995  0.14
C 7.47058 -1.14506 -15.81243  -0.48
C 6.79345 -2.18368 -14.97093  -0.08
C 7.41154 -3.48127 -15.45007  -0.15
C 8.78515 -3.07242 -15.97761  -0.14
O 8.66982 -1.65734 -16.24671  0.00
H 6.88611 -2.00496 -13.89830  0.13
H 5.71672 -2.17204 -15.14344  0.12
H 7.48724 -4.27975 -14.71391  0.12
H 6.77110 -3.83134 -16.26124  0.10
H 9.60472 -3.23635 -15.28281  0.12
H 8.94253 -3.53135 -16.95256  0.12
O 8.57437 3.03912 -26.65456  0.13
C 8.88804 2.24952 -25.81512  -0.49
C 8.60057 2.33608 -24.34076  -0.08
C 9.06109 0.99778 -23.80458  -0.17
C 10.08298 0.55501 -24.84864  -0.16
O 9.65722 1.16336 -26.06917  0.04
H 9.34831 3.06937 -24.00539  0.14
H 7.59952 2.67972 -24.10615  0.13
H 9.42235 0.94293 -22.77999  0.11
H 8.18709 0.33856 -23.88197  0.11
H 11.10936 0.80404 -24.56476  0.13
H 10.11838 -0.53455 -24.89146  0.12
O 8.75604 -3.20230 -26.96979  0.13
C 8.11600 -3.59400 -26.03992  -0.50
C 6.62084 -3.67029 -25.90875  -0.08
C 6.47876 -3.53807 -24.41553  -0.16
C 7.64779 -4.40460 -23.95774  -0.14
O 8.68486 -3.95501 -24.87022  0.01
H 5.97922 -3.06360 -26.53697  0.13
H 6.37637 -4.71286 -26.15789  0.14
H 6.61266 -2.53164 -24.02075  0.10
H 5.50900 -3.89507 -24.05617  0.12
H 7.94019 -4.19445 -22.92889  0.11
H 7.44904 -5.47814 -23.97030  0.13
O 5.55977 1.28376 -22.14599  0.13
C 6.10497 0.65989 -21.28610  -0.49
C 6.43886 -0.80324 -21.33479  -0.05
C 7.63121 -0.89191 -20.36225  -0.13
C 7.23822 0.18687 -19.33829  -0.13
O 6.54724 1.18333 -20.11720  0.02
H 5.61679 -1.35174 -20.87609  0.10
H 6.68128 -1.07427 -22.35573  0.10
H 7.73424 -1.82661 -19.81346  0.11
H 8.56491 -0.60519 -20.83984  0.09
H 6.63151 -0.27755 -18.56783  0.09
H 8.09039 0.73424 -18.94568  0.13
O 7.10051 2.87514 -16.42351  0.12
C 7.09368 3.50671 -17.43697  -0.50
C 8.24357 4.27142 -18.03628  -0.08
C 7.70716 4.86500 -19.35964  -0.13
C 6.26625 4.29247 -19.41967  -0.15
O 5.97480 3.72185 -18.14655  0.04
H 8.58897 5.09143 -17.40847  0.12
H 9.09286 3.59086 -18.11466  0.12
H 7.58618 5.93503 -19.20408  0.10
H 8.43033 4.67649 -20.14668  0.11
H 5.63814 5.15562 -19.62992  0.12
H 6.13400 3.58441 -20.23334  0.10

Results
SMILES: FC(F)C(F)(F)COC(F)(F)C(F)F.O=C1CCCO1.O=C1CCCO1.O=C1CCCO1.O=C1CCCO1.O=C1CCCO1.O=C1CCCO1
highest occupied orbital energy: -9.93 eV
E_tot: -79079.4433 eV

What is the formula in the second record?
C4H10NO

Look up the E_tot of the first one.
-48595.8577 eV